Record 1
Density functional theory data (the ωB97M-V functional and the def2-TZVPD basis) for 10 unconnected molecules or ions with the total composition C42H51F18N3O12 in a non-equilibrium geometry.

```
126
C42H51F18N3O12, DFT the ωB97M-V functional and the def2-TZVPD basis
N -6.207 0.721 -5.244
C -6.762 -0.505 -4.773
C -5.852 -1.062 -3.890
C -4.759 -0.179 -3.789
C -4.971 0.926 -4.566
H -6.676 1.341 -5.889
H -7.713 -0.737 -5.230
H -5.830 -2.065 -3.490
H -3.984 -0.288 -3.045
H -4.383 1.799 -4.809
N 5.612 -3.594 -0.580
C 5.536 -2.266 -0.752
C 4.253 -1.860 -0.375
C 3.615 -2.990 0.130
C 4.401 -4.128 -0.181
H 6.404 -4.114 -0.929
H 6.403 -1.778 -1.172
H 3.801 -0.882 -0.448
H 2.613 -3.108 0.515
H 4.252 -5.196 -0.125
N -1.460 4.756 -2.360
C -0.807 5.424 -3.363
C -0.923 4.745 -4.566
C -1.767 3.644 -4.299
C -2.033 3.616 -2.908
H -1.468 4.989 -1.377
H -0.266 6.302 -3.045
H -0.407 4.943 -5.494
H -1.953 2.924 -5.082
H -2.561 2.935 -2.257
C 1.093 -0.344 0.169
C 1.186 0.903 -0.447
C 0.104 1.306 -1.172
C -1.108 0.636 -1.083
C -1.171 -0.620 -0.412
C -0.045 -1.069 0.261
H 1.912 -0.696 0.778
H 2.123 1.439 -0.483
H 0.343 2.163 -1.784
H -2.019 1.103 -1.427
H -2.066 -1.223 -0.460
H -0.189 -1.929 0.898
C -1.351 4.787 1.846
C -0.595 3.567 1.330
O 0.806 3.781 1.631
C 1.528 4.569 0.920
O 1.186 5.010 -0.203
C 2.953 4.868 1.562
F 3.167 6.243 1.450
F 3.057 4.547 2.821
F 3.974 4.334 0.876
H -0.943 5.177 2.779
H -2.364 4.523 2.150
H -1.480 5.635 1.174
H -0.753 3.347 0.274
H -0.839 2.616 1.802
C 0.315 2.269 6.123
C 0.849 2.860 4.871
O 1.627 2.092 3.934
C 2.880 1.725 4.186
O 3.444 2.047 5.266
C 3.502 0.957 3.054
F 3.303 1.597 1.878
F 4.732 0.766 3.257
F 2.961 -0.270 3.018
H 1.208 2.006 6.691
H -0.363 1.449 5.885
H -0.318 2.966 6.672
H 1.368 3.796 5.076
H -0.011 3.173 4.279
C 1.437 -4.740 8.313
C 0.084 -4.283 7.817
O 0.079 -4.069 6.326
C 0.522 -2.907 5.786
O 0.926 -1.946 6.581
C 0.720 -2.883 4.235
F -0.151 -2.151 3.611
F 1.924 -2.303 4.047
F 0.683 -4.052 3.649
H 2.051 -3.840 8.312
H 1.793 -5.560 7.689
H 1.267 -5.064 9.339
H -0.242 -3.342 8.261
H -0.722 -4.988 8.020
C 3.889 2.001 -7.040
C 4.269 1.043 -5.957
O 4.239 1.588 -4.681
C 5.377 2.133 -4.082
O 6.359 2.419 -4.861
C 5.318 2.378 -2.544
F 5.555 3.689 -2.362
F 4.072 2.066 -2.129
F 6.274 1.629 -2.031
H 2.882 2.379 -6.862
H 3.798 1.683 -8.079
H 4.540 2.876 -7.038
H 5.170 0.506 -6.255
H 3.495 0.276 -5.975
C -6.990 -0.010 2.429
C -7.037 -1.289 1.550
O -6.110 -2.361 1.943
C -4.842 -2.339 1.394
O -4.511 -1.512 0.485
C -3.838 -3.409 1.829
F -2.654 -2.945 2.122
F -4.263 -3.974 2.970
F -3.763 -4.360 0.769
H -6.131 0.596 2.143
H -6.918 -0.156 3.507
H -7.816 0.668 2.213
H -6.972 -0.919 0.527
H -8.050 -1.686 1.622
C 0.148 -4.726 -0.898
C -0.660 -3.861 -1.897
O -0.260 -4.267 -3.178
C -0.869 -3.563 -4.246
O -1.703 -2.740 -4.104
C -0.418 -3.937 -5.688
F -1.334 -3.543 -6.534
F 0.807 -3.488 -6.103
F -0.255 -5.315 -5.787
H -0.186 -5.758 -0.789
H 0.083 -4.387 0.136
H 1.169 -4.736 -1.280
H -0.692 -2.788 -1.703
H -1.657 -4.156 -1.571
```

The LUMO energy (alpha / beta) comes out at 1.96 / 1.96 eV. The total charge is -1. As for the multiplicity: 2. Its HOMO energy (alpha / beta) is -0.42 / -4.99 eV.



Record 2
Density functional theory data (the ωB97M-V functional and the def2-TZVPD basis) for a molecular structure, C42H51GeN2O4PdSb in a non-equilibrium geometry.

```
102
C42H51GeN2O4PdSb, DFT the ωB97M-V functional and the def2-TZVPD basis
Pd -0.697 -0.183 0.635
C -1.356 -3.923 1.787
C -0.002 -3.417 1.475
N 0.258 -2.202 1.038
C 1.615 -2.084 0.941
C 2.185 -3.281 1.313
N 1.141 -4.107 1.633
C 3.568 -3.777 1.498
O 4.541 -2.972 1.170
O 3.724 -4.892 1.947
C 2.261 -0.792 0.538
O 3.496 -0.754 0.458
O 1.497 0.178 0.297
H -2.016 -3.063 1.902
H -1.348 -4.500 2.709
H -1.740 -4.542 0.977
H 1.287 -5.049 1.973
H 4.214 -2.053 0.845
C -1.672 -1.096 -6.735
C -1.965 0.053 -6.023
C -1.519 0.194 -4.721
C -0.785 -0.815 -4.123
C -0.466 -1.949 -4.848
C -0.909 -2.091 -6.151
Sb -0.206 -0.652 -2.040
C -1.769 -2.066 -1.490
C -2.787 -1.577 -0.673
C -3.807 -2.418 -0.251
C -3.823 -3.743 -0.652
C -2.841 -4.220 -1.506
C -1.817 -3.384 -1.920
C 1.554 -1.883 -2.258
C 1.698 -3.206 -1.870
C 2.933 -3.829 -1.971
C 4.026 -3.136 -2.461
C 3.882 -1.820 -2.869
C 2.654 -1.198 -2.759
H -2.038 -1.215 -7.744
H -2.546 0.838 -6.485
H -1.743 1.101 -4.174
H 0.144 -2.721 -4.400
H -0.660 -2.979 -6.714
H -2.845 -0.508 -0.428
H -4.596 -2.037 0.381
H -4.606 -4.403 -0.312
H -2.874 -5.243 -1.852
H -1.064 -3.755 -2.602
H 0.853 -3.760 -1.477
H 3.043 -4.858 -1.656
H 4.990 -3.617 -2.515
H 4.729 -1.277 -3.264
H 2.543 -0.162 -3.055
C -1.980 -0.259 4.791
C -1.097 0.323 3.660
C -0.929 1.828 3.959
C -1.749 0.104 2.337
C 0.254 -0.395 3.655
C 0.334 -1.744 4.004
C 1.556 -2.373 4.148
C 2.734 -1.684 3.913
C 2.669 -0.368 3.495
C 1.444 0.272 3.379
H -2.785 0.425 5.041
H -1.375 -0.415 5.682
H -2.425 -1.206 4.498
H -1.905 2.290 4.099
H -0.442 2.325 3.123
H -0.340 1.965 4.864
H -2.806 0.382 2.279
H -0.565 -2.312 4.191
H 1.592 -3.409 4.454
H 3.685 -2.172 4.058
H 3.579 0.165 3.269
H 1.439 1.315 3.103
C 1.111 6.719 2.286
C 1.460 5.356 1.696
C 0.196 4.582 1.329
C 0.492 3.202 0.757
Ge -1.157 2.117 0.396
C -1.641 2.485 -1.548
C -1.966 3.943 -1.862
C -0.752 4.677 -2.428
C -1.074 6.125 -2.760
H 2.012 7.287 2.501
H 0.551 6.595 3.211
H 0.499 7.290 1.590
H 2.035 4.776 2.423
H 2.082 5.486 0.807
H -0.379 5.161 0.603
H -0.425 4.475 2.224
H 1.146 2.642 1.425
H 1.038 3.281 -0.184
H -2.306 2.858 1.120
H -2.470 1.834 -1.850
H -0.776 2.196 -2.156
H -2.309 4.449 -0.956
H -2.778 3.989 -2.591
H -0.403 4.158 -3.326
H 0.055 4.647 -1.696
H -1.897 6.179 -3.467
H -0.215 6.619 -3.204
H -1.357 6.659 -1.858
```

The LUMO energy (alpha / beta) comes out at -1.68 / -1.68 eV. The total charge is 0. Its HOMO energy (alpha / beta) is -7.96 / -7.96 eV.